Formula: C26H23BrFeN2O3P
Source: OMol25
Level of theory: wB97M-V/def2-TZVPD

```
57
Properties=species:S:1:pos:R:3:forces:R:3
Fe 1.846 2.074 -0.690 -0.286 -0.508 -0.412
O 0.922 1.288 -2.389 -0.157 0.024 -0.086
C 0.122 0.594 -1.721 -0.180 -0.110 0.261
O 0.124 0.725 -0.440 0.163 0.080 -0.144
C -0.812 -0.398 -2.288 0.110 0.152 0.013
C -1.011 -0.510 -3.652 -0.031 -0.059 -0.062
C -1.901 -1.464 -4.130 0.020 0.020 -0.006
C -2.569 -2.298 -3.245 -0.011 -0.006 0.026
C -2.362 -2.191 -1.874 -0.030 -0.041 -0.007
C -1.487 -1.228 -1.386 0.033 0.032 -0.004
P -1.210 -0.974 0.372 -0.211 -0.256 -0.005
C -2.374 0.203 1.050 0.005 0.191 0.015
C -3.729 0.088 0.743 -0.031 -0.044 -0.026
C -4.639 0.964 1.313 0.032 0.004 0.008
C -4.199 1.951 2.185 -0.014 0.021 0.016
C -2.849 2.070 2.488 -0.009 -0.016 -0.023
C -1.934 1.200 1.918 0.029 -0.003 0.017
C -1.411 -2.520 1.220 -0.012 -0.120 0.070
C -1.955 -2.540 2.514 -0.039 0.007 -0.038
C -2.036 -3.734 3.207 -0.015 -0.014 0.006
C -1.562 -4.908 2.634 -0.001 0.008 0.004
C -1.000 -4.894 1.362 -0.007 0.008 -0.020
C -0.910 -3.707 0.660 0.043 0.008 -0.024
H -0.477 0.144 -4.328 0.005 0.000 0.017
H -2.074 -1.559 -5.193 0.006 0.006 0.005
H -3.260 -3.040 -3.622 0.004 0.001 0.005
H -2.885 -2.854 -1.196 0.004 0.009 -0.006
H -4.078 -0.682 0.065 0.010 0.001 0.001
H -5.691 0.876 1.076 0.008 0.004 0.001
H -4.911 2.632 2.630 -0.004 -0.008 -0.007
H -2.515 2.843 3.167 0.001 -0.006 -0.002
H -0.878 1.293 2.142 -0.004 -0.008 -0.004
H -2.345 -1.632 2.957 0.026 0.003 -0.006
H -2.481 -3.754 4.193 0.008 0.006 -0.002
H -1.630 -5.840 3.180 -0.003 0.009 0.000
H -0.634 -5.810 0.920 0.004 0.007 0.004
H -0.467 -3.702 -0.329 0.010 0.016 0.011
Br 2.608 4.081 -2.228 0.073 0.327 -0.113
C 3.792 2.642 -2.595 0.005 0.083 0.001
C 4.645 2.650 -3.674 0.050 -0.091 0.040
C 5.441 1.523 -3.829 0.014 0.028 -0.034
C 5.344 0.478 -2.921 0.032 -0.007 0.006
C 4.448 0.579 -1.876 -0.011 0.025 0.053
N 3.670 1.659 -1.712 0.196 0.005 -0.095
H 4.688 3.485 -4.356 -0.011 0.007 0.008
H 6.135 1.467 -4.657 0.000 -0.010 0.006
H 5.956 -0.407 -3.020 0.000 0.008 -0.003
H 4.340 -0.209 -1.143 -0.028 -0.002 -0.011
C 2.093 3.682 3.094 -0.002 -0.029 0.041
C 2.192 2.349 2.432 -0.029 0.111 -0.210
N 2.450 1.280 3.163 0.007 -0.006 0.066
O 2.051 2.239 1.191 0.228 0.120 0.635
H 3.075 4.159 3.051 -0.012 0.004 -0.009
H 1.794 3.601 4.137 0.018 0.014 -0.001
H 1.389 4.305 2.548 -0.005 0.002 0.012
H 2.583 1.349 4.159 0.002 -0.005 0.007
H 2.569 0.382 2.721 -0.005 -0.001 0.006
```
Forces are in eV/Å.

Summary:
**Multiplicity**: 6
**M**: 578.20 g mol⁻¹
**E_HOMO (alpha / beta)**: -13.232 / -14.400 eV
**LUMO level (alpha / beta)**: -5.039 / -7.070 eV
**Total charge**: +2
**ΔE to the lowest compared entry with this formula, charge and spin**: 13.7 kcal/mol
**Frontier orbital gap (alpha / beta)**: 8.19 / 7.33 eV

Formula: C26H23BrIrN4O7
Source: OMol25
Level of theory: wB97M-V/def2-TZVPD

```
62
Properties=species:S:1:pos:R:3:forces:R:3
Ir 0.041 0.162 0.574 -0.313 -0.403 -0.387
C -1.222 -0.166 4.692 -0.039 -0.085 -0.031
O -2.057 -1.308 4.528 -0.045 0.112 0.017
C -2.184 -1.949 3.325 -0.201 -0.015 0.028
C -2.747 -3.217 3.421 0.036 0.004 0.014
C -3.049 -3.976 2.301 -0.014 -0.004 -0.036
C -2.775 -3.462 1.048 0.032 -0.044 0.064
C -2.190 -2.205 0.923 0.231 0.022 -0.163
C -1.860 -1.765 -0.433 -0.255 -0.029 0.123
N -1.144 -0.753 -0.749 -0.157 -0.328 -0.489
N -0.906 -0.543 -2.112 0.164 0.219 0.288
C 0.148 0.213 -2.235 -0.122 -0.009 -0.120
O 0.887 0.667 -1.275 0.600 -0.312 0.162
C 0.565 0.602 -3.609 0.147 -0.071 0.069
C 0.406 -0.268 -4.682 -0.052 0.021 -0.031
C 0.883 0.084 -5.936 -0.020 0.013 0.011
C 1.505 1.311 -6.127 -0.020 0.000 0.011
C 1.644 2.189 -5.060 -0.011 0.006 -0.005
C 1.183 1.833 -3.801 0.005 0.008 -0.026
C -1.894 -1.412 2.058 -0.115 0.354 -0.573
O -1.462 -0.163 1.887 0.496 -0.402 1.165
H -1.350 0.124 5.735 0.026 -0.015 0.003
H -1.516 0.649 4.036 -0.008 0.021 -0.012
H -0.177 -0.413 4.508 0.067 0.004 -0.061
H -2.952 -3.590 4.417 0.003 0.009 -0.005
H -3.487 -4.959 2.413 -0.002 0.003 0.000
H -2.994 -4.034 0.154 0.016 -0.011 0.008
H -2.206 -2.377 -1.261 -0.136 0.043 0.003
H -0.089 -1.215 -4.516 0.037 -0.010 0.006
H 0.776 -0.605 -6.765 -0.011 0.005 -0.002
H 1.879 1.583 -7.107 -0.001 0.000 0.004
H 2.119 3.151 -5.208 -0.006 -0.005 0.001
H 1.284 2.500 -2.955 0.040 -0.022 -0.006
C 1.645 2.629 3.631 0.084 0.014 -0.051
C 1.089 2.057 2.369 -0.013 -0.023 -0.192
N 1.185 0.810 2.055 0.105 0.601 0.416
O 1.745 -0.067 2.952 0.105 -0.137 -0.171
C 0.355 2.830 1.394 -0.206 -0.203 0.160
C 0.342 4.319 1.335 -0.026 0.024 0.062
N -0.331 2.111 0.505 -0.122 0.449 -0.269
O -0.994 2.672 -0.400 -0.157 -0.089 0.098
H 1.730 1.854 4.389 -0.016 -0.004 0.003
H 1.002 3.431 3.993 0.015 0.005 0.000
H 2.643 3.042 3.461 -0.013 0.012 0.004
H 1.598 -0.921 2.473 -0.025 0.112 0.142
H 1.308 4.726 1.638 -0.023 0.018 0.026
H -0.431 4.758 1.974 0.002 0.005 -0.015
H 0.125 4.623 0.312 0.026 0.000 -0.005
Br 6.893 -2.998 2.054 0.013 -0.003 0.024
C 5.493 -2.027 1.206 -0.034 -0.011 -0.006
C 5.770 -0.783 0.666 -0.009 0.026 -0.026
C 4.743 -0.097 0.032 0.025 -0.036 -0.004
C 3.464 -0.632 -0.037 0.027 0.018 0.041
C 3.201 -1.875 0.528 0.031 0.080 0.095
C 4.230 -2.585 1.140 0.031 -0.017 0.014
C 1.825 -2.514 0.548 -0.325 -0.001 -0.050
O 1.719 -3.671 0.194 0.015 -0.052 -0.027
O 0.846 -1.810 1.059 0.130 0.166 -0.270
H 6.765 -0.365 0.736 -0.001 -0.007 -0.014
H 4.941 0.870 -0.413 0.004 -0.008 0.001
H 2.682 -0.082 -0.539 -0.013 -0.009 0.014
H 4.030 -3.560 1.563 -0.001 -0.010 -0.033
```
Forces are in eV/Å.

Summary:
**Multiplicity**: 1
**M**: 775.61 g mol⁻¹
**E_HOMO**: -4.801 eV
**LUMO level**: 2.502 eV
**Total charge**: -1
**ΔE to the lowest compared entry with this formula, charge and spin**: 9.4 kcal/mol
**Frontier orbital gap**: 7.30 eV

Formula: C26H23ClIN7O3S2Ti
Source: OMol25
Level of theory: wB97M-V/def2-TZVPD

```
64
Properties=species:S:1:pos:R:3:forces:R:3
Ti 0.335 0.220 0.463 1.962 1.599 0.670
Cl -2.713 -1.301 6.295 -0.046 -0.057 0.104
C -1.852 -0.512 5.013 0.073 0.071 -0.055
C -1.641 0.844 5.095 -0.086 0.003 0.073
C -0.979 1.499 4.060 0.240 0.286 -0.271
I -0.609 3.571 4.094 -0.067 -0.305 0.140
C -0.518 0.812 2.949 -0.140 -0.014 0.503
O 0.109 1.394 1.930 -0.040 0.925 1.569
C -0.708 -0.588 2.894 -0.322 0.374 0.612
N -0.183 -1.197 1.773 -0.266 -0.255 0.245
C -0.361 -2.532 1.671 -0.015 -0.694 0.082
C -1.030 -3.276 2.630 0.140 0.112 -0.087
C -1.539 -2.675 3.767 -0.111 -0.166 0.114
C -1.388 -1.277 3.921 0.193 0.176 -0.220
H -2.001 1.394 5.952 -0.012 -0.007 0.017
H 0.058 -3.008 0.793 -0.031 -0.008 0.007
H -1.141 -4.341 2.488 0.032 -0.020 -0.052
H -2.038 -3.253 4.529 -0.029 -0.001 -0.014
S 2.682 0.229 -0.110 0.238 0.069 0.072
C 2.270 0.631 -1.786 0.151 0.232 0.161
C 3.008 0.060 -2.813 -0.050 0.115 -0.154
C 2.671 0.288 -4.145 -0.280 0.176 0.269
C 3.454 -0.286 -5.187 0.194 -0.171 -0.267
N 4.103 -0.743 -6.019 -0.019 -0.020 0.036
C 1.556 1.091 -4.440 0.130 -0.122 0.286
C 0.841 1.692 -3.413 0.159 -0.130 -0.014
C 1.185 1.489 -2.075 0.240 0.322 -0.356
S 0.288 2.300 -0.818 -0.177 0.086 -0.198
C 1.125 1.270 -5.790 -0.085 0.036 -0.325
N 0.742 1.399 -6.866 0.015 0.031 0.020
H 3.854 -0.568 -2.568 0.007 -0.021 -0.053
H 0.001 2.332 -3.646 -0.001 -0.008 -0.035
N 2.832 2.947 2.293 -0.920 -0.795 -1.105
C 3.764 2.217 3.187 0.437 -0.773 0.509
C 3.088 1.045 3.930 -0.549 -0.281 -0.378
N 2.669 -0.158 3.211 0.278 0.291 -0.148
H 2.973 3.952 2.287 0.025 0.028 -0.115
H 1.832 2.756 2.525 0.198 0.110 0.024
H 2.911 2.560 1.321 -0.153 0.280 0.404
H 4.160 2.912 3.926 -0.096 0.064 -0.053
H 4.593 1.846 2.583 -0.057 0.129 -0.054
H 2.209 1.447 4.445 0.026 -0.003 0.105
H 3.796 0.714 4.692 -0.039 0.148 0.055
H 3.461 -0.687 2.871 0.016 0.001 -0.032
H 2.006 -0.059 2.435 0.368 0.302 0.670
O -5.915 0.751 -2.237 0.039 0.013 0.124
C -5.344 0.188 -3.402 -0.082 -0.117 -0.212
N -3.945 -0.022 -3.158 -0.148 0.123 0.111
C -3.412 -1.272 -3.079 -0.167 0.224 -0.069
O -4.020 -2.277 -3.389 0.132 -0.006 -0.008
C -1.990 -1.354 -2.614 0.177 -0.366 -0.173
C -1.159 -2.299 -3.224 0.072 0.252 0.286
C 0.107 -2.502 -2.691 -0.296 -0.109 -0.253
C 0.505 -1.780 -1.590 -0.237 0.182 0.042
N -0.269 -0.810 -1.034 -1.287 -2.270 -2.673
C -1.508 -0.629 -1.548 0.080 0.034 0.054
H -6.866 0.617 -2.251 -0.012 -0.003 -0.029
H -5.479 0.860 -4.257 0.070 0.018 0.089
H -5.770 -0.787 -3.643 0.007 0.036 0.012
H -3.419 0.780 -2.849 0.144 -0.066 -0.069
H -1.520 -2.852 -4.079 -0.026 -0.084 0.031
H 0.773 -3.235 -3.124 0.053 0.013 0.035
H 1.469 -1.950 -1.128 -0.038 0.082 -0.012
H -2.113 0.126 -1.052 -0.015 -0.066 -0.048
```
Forces are in eV/Å.

Summary:
**Multiplicity**: 3
**M**: 755.87 g mol⁻¹
**E_HOMO (alpha / beta)**: -5.623 / -8.009 eV
**LUMO level (alpha / beta)**: -0.673 / -0.529 eV
**Total charge**: 0
**ΔE to the lowest compared entry with this formula, charge and spin**: 41.7 kcal/mol
**Frontier orbital gap (alpha / beta)**: 4.95 / 7.48 eV

Formula: C26H23CoN4O2S6
Source: OMol25
Level of theory: wB97M-V/def2-TZVPD

```
62
Properties=species:S:1:pos:R:3:forces:R:3
Co -0.198 -1.985 3.066 -0.135 0.725 0.420
C -1.022 3.476 -9.359 1.099 1.634 0.397
O -0.334 2.270 -9.041 -0.475 0.486 0.144
C -0.386 1.820 -7.757 -0.151 1.249 -1.143
C -1.011 2.511 -6.723 -0.231 -0.542 0.020
C -0.872 2.030 -5.427 -0.124 1.103 -1.010
C -0.129 0.894 -5.129 -0.492 1.537 -0.113
C 0.449 0.234 -6.203 0.712 -0.780 0.185
C 0.338 0.686 -7.511 1.319 -1.447 0.967
C 0.014 0.513 -3.739 -0.155 -3.002 0.022
N -0.001 -0.788 -3.393 0.306 0.826 0.939
C 0.032 -0.814 -1.995 -0.506 1.822 -1.521
C 0.031 0.504 -1.521 0.064 -0.851 -1.280
N 0.051 1.306 -2.651 -0.134 0.762 1.893
C 0.076 0.809 -0.151 0.504 -0.480 1.290
C 0.329 2.070 0.460 -0.097 -0.932 1.209
C 0.593 2.171 1.834 -1.066 0.364 -1.577
C 0.462 1.024 2.598 -0.183 -0.955 0.867
N 0.192 -0.162 2.054 -0.455 -0.207 -0.216
C 0.008 -0.341 0.702 0.873 1.066 1.577
C -0.120 -1.723 0.259 0.038 1.072 -1.067
N -0.279 -2.715 1.193 0.118 -0.675 -2.245
C -0.384 -3.953 0.694 -0.332 1.433 -1.017
C -0.325 -4.263 -0.740 -0.034 0.055 2.935
C -0.207 -3.265 -1.644 0.100 1.245 0.002
C -0.092 -1.934 -1.144 -0.090 -1.049 1.008
H -0.470 4.012 -10.148 -0.262 -0.755 -0.029
H -1.054 4.252 -8.562 0.347 -0.795 -0.052
H -2.041 3.333 -9.624 -0.847 -0.559 -0.488
H -1.632 3.387 -6.908 0.328 -0.339 0.124
H -1.344 2.719 -4.753 -0.111 -0.401 1.045
H 1.091 -0.624 -5.982 -0.303 0.228 -0.165
H 0.991 0.178 -8.241 -0.855 0.525 0.053
H 0.031 2.314 -2.520 0.052 -0.320 -0.902
H 0.248 2.968 -0.110 0.240 0.481 -0.458
H 0.679 3.153 2.289 0.272 -0.257 -0.008
H 0.501 1.048 3.721 0.175 0.009 -1.274
H -0.693 -4.627 1.468 0.330 -0.973 -0.160
H -0.362 -5.306 -0.947 -0.211 -0.509 -0.550
H -0.227 -3.356 -2.727 0.110 -0.403 0.201
C 3.952 -0.905 3.845 0.895 -1.081 0.166
S 2.401 -1.242 4.700 -0.732 -1.060 -1.310
C 3.056 -2.219 6.047 -0.381 0.046 0.832
O 1.650 -2.229 3.710 1.039 0.749 1.436
H 4.339 -1.821 3.298 -0.793 1.049 0.542
H 4.665 -0.694 4.642 0.069 0.061 0.050
H 3.921 -0.016 3.224 -0.442 -0.133 -0.221
H 3.577 -1.515 6.703 0.338 -0.013 -0.351
H 3.656 -3.056 5.723 0.362 -0.007 -0.316
H 2.286 -2.607 6.721 -0.417 0.160 -0.596
C -4.294 0.847 4.415 1.084 -1.128 2.324
S -2.578 1.290 3.875 -0.090 -0.437 0.498
C -1.635 0.486 5.179 -0.734 0.861 -0.781
C -1.606 -0.835 5.344 0.792 -1.235 0.512
S -2.109 -2.160 4.310 -0.227 0.024 -0.278
S -0.719 -1.397 6.777 0.142 0.622 -0.247
C -0.067 0.147 7.243 0.741 0.037 0.951
S 1.029 0.384 8.486 -0.738 -0.287 -0.947
S -0.686 1.451 6.296 -0.293 0.017 -0.041
H -4.994 1.334 3.754 -0.164 -0.081 -0.110
H -4.369 1.211 5.481 -0.247 0.031 -1.276
H -4.407 -0.279 4.538 0.060 1.415 -0.861
```
Forces are in eV/Å.

Summary:
**Multiplicity**: 4
**M**: 674.83 g mol⁻¹
**E_HOMO (alpha / beta)**: -10.136 / -10.199 eV
**LUMO level (alpha / beta)**: -3.425 / -3.646 eV
**Total charge**: +1
**ΔE to the lowest compared entry with this formula, charge and spin**: 0.0 kcal/mol
**Frontier orbital gap (alpha / beta)**: 6.71 / 6.55 eV